DFT (ωB97M-V/def2-TZVPD) results for C37H28N6O4RuS2 as an isolated structure in a non-equilibrium geometry.

Energy above the lowest of the compared OMol25 structures with the same formula, charge and spin ... 0.3173 eV
E_HOMO (alpha / beta) ... -2.69 / -5.03 eV
LUMO (alpha / beta) ... 2.43 / 0.75 eV
Total energy ... -80204.9286 eV
Spin multiplicity ... 6
Net charge ... -1
Frontier orbital gap (alpha / beta) ... 5.12 / 5.78 eV

The geometry in XYZ format:
```
78
Properties=species:S:1:pos:R:3:mulliken_spin:R:1
Ru -0.42 -0.33 0.09 1.212
O 1.96 2.36 -2.77 0.012
C 1.03 3.33 -2.84 0.049
C 1.29 4.42 -3.66 -0.029
C 0.35 5.43 -3.80 0.050
C -0.86 5.36 -3.12 -0.028
C -1.11 4.30 -2.28 0.053
C -0.17 3.27 -2.11 -0.033
C -0.44 2.17 -1.19 0.161
O 0.36 1.13 -1.18 0.114
N -1.47 2.27 -0.35 0.018
N -1.62 1.21 0.42 0.443
C -2.69 1.23 1.29 0.373
C -3.03 0.23 2.18 -0.031
C -4.17 0.44 3.03 0.177
C -4.60 -0.52 3.91 -0.084
C -3.92 -1.74 4.02 0.243
C -2.80 -1.97 3.24 -0.098
C -2.32 -1.03 2.31 0.226
O -1.27 -1.35 1.62 0.204
H 1.59 1.65 -2.19 -0.003
H 2.23 4.46 -4.19 -0.001
H 0.56 6.27 -4.46 0.005
H -1.60 6.14 -3.26 -0.001
H -2.04 4.23 -1.72 0.002
H -3.32 2.12 1.24 0.025
H -4.70 1.38 2.94 0.001
H -5.48 -0.33 4.52 -0.002
H -4.27 -2.50 4.71 0.028
H -2.26 -2.91 3.31 -0.004
N 0.75 -3.14 -3.65 0.037
C 0.41 -2.36 -2.55 0.105
S -0.91 -1.22 -2.93 0.118
N 1.08 -2.52 -1.48 -0.087
N 0.96 -1.75 -0.38 0.252
C 1.84 -1.99 0.64 0.199
C 2.66 -3.21 0.66 -0.020
C 4.04 -3.17 0.89 0.039
C 4.80 -4.33 0.86 -0.018
C 4.21 -5.55 0.60 0.030
C 2.83 -5.61 0.38 -0.017
C 2.07 -4.46 0.41 0.026
C 1.89 -1.01 1.66 0.064
C 2.68 -1.12 2.83 0.076
C 2.70 -0.09 3.74 -0.002
C 1.91 1.05 3.51 0.159
C 1.11 1.07 2.39 -0.081
N 1.09 0.09 1.49 0.183
H 0.03 -3.25 -4.34 0.003
H 1.27 -3.97 -3.42 -0.001
H 4.52 -2.21 1.06 0.004
H 5.87 -4.27 1.04 -0.001
H 4.81 -6.46 0.57 0.003
H 2.35 -6.56 0.19 0.000
H 1.01 -4.51 0.24 0.000
H 3.23 -2.03 3.02 0.020
H 3.31 -0.16 4.63 -0.001
H 1.91 1.88 4.20 0.012
H 0.45 1.91 2.20 0.010
C -8.00 -4.64 1.74 0.000
C -7.88 -5.87 0.89 0.016
O -8.22 -6.97 1.23 0.004
S -7.31 -5.60 -0.80 -0.003
C -6.05 -4.36 -0.64 0.226
C -4.78 -4.75 -0.20 -0.080
C -3.72 -3.88 -0.26 0.183
C -3.89 -2.57 -0.79 0.035
C -5.21 -2.15 -1.12 0.194
C -6.25 -3.04 -1.06 -0.094
C -2.78 -1.80 -1.03 0.291
C -1.69 -1.18 -1.29 -0.004
H -8.08 -4.90 2.79 0.000
H -8.92 -4.13 1.44 0.001
H -7.17 -3.96 1.58 0.003
H -4.64 -5.76 0.18 -0.003
H -2.74 -4.17 0.09 0.024
H -5.37 -1.13 -1.44 0.011
H -7.25 -2.73 -1.36 -0.003
```